Molecular formula: C6H12
Method: DFT, ωB97M-V/def2-TZVPD

The relative energy (zero: lowest compared OMol25 entry of this formula, charge and spin) comes out at 126.2 kcal/mol. For the lowest unoccupied orbital energy, the calculation gives 0.729 eV.

Cartesian coordinates (Å):
C  0.640  -0.408  -1.672
C  -0.578  0.319  -1.138
C  -1.444  -0.021  0.040
C  -0.390  -1.582  1.147
C  -0.545  1.179  0.110
C  0.710  1.359  0.942
H  0.354  -1.348  -2.160
H  1.378  -0.646  -0.902
H  1.145  0.214  -2.419
H  -1.206  0.688  -1.953
H  -1.459  -1.015  0.734
H  0.093  -1.006  1.932
H  0.288  -1.937  0.377
H  -0.976  -2.408  1.560
H  -1.138  2.096  0.081
H  1.396  0.510  0.880
H  0.463  1.505  2.000
H  1.258  2.245  0.603

Molecular formula: C7H9NO2S2
Method: DFT, ωB97M-V/def2-TZVPD

As for the SMILES: CN(S)S(=O)(=O)c1ccccc1. The relative energy (zero: lowest compared OMol25 entry of this formula, charge and spin) comes out at 60.4 kcal/mol. For the lowest unoccupied orbital energy, the calculation gives 0.106 eV.

Cartesian coordinates (Å):
C  3.009  0.596  -0.547
C  2.545  0.731  0.759
C  2.083  0.467  -1.546
C  1.275  0.804  1.089
C  0.725  0.439  -1.263
C  0.329  0.728  0.056
C  -1.670  -1.664  0.865
N  -2.033  -0.674  -0.211
O  -1.922  1.905  -0.614
O  -1.844  1.063  1.645
S  -3.611  -0.870  -0.735
S  -1.438  0.888  0.256
H  4.029  0.433  -0.603
H  3.274  0.650  1.537
H  2.268  0.500  -2.566
H  1.100  0.971  2.228
H  0.020  0.344  -2.030
H  -0.607  -1.788  0.788
H  -1.997  -1.315  1.834
H  -2.191  -2.557  0.788
H  -3.344  -1.648  -1.728

Molecular formula: C4H4Cl2O2
Method: DFT, ωB97M-V/def2-TZVPD

As for the SMILES: O=C[C@@H]1[C@H](O)C1(Cl)Cl. The relative energy (zero: lowest compared OMol25 entry of this formula, charge and spin) comes out at 72.0 kcal/mol. For the lowest unoccupied orbital energy, the calculation gives -0.004 eV.

Cartesian coordinates (Å):
C  -0.094  1.025  0.450
C  -0.403  0.075  -0.636
C  0.592  -0.835  -1.300
C  -0.635  -0.247  0.925
H  1.605  0.806  -0.022
H  -0.772  1.822  0.766
H  -1.329  0.165  -1.226
H  0.168  -1.735  -2.027
O  1.192  1.248  1.002
O  1.809  -0.835  -1.159
Cl  -2.395  -0.098  1.362
Cl  0.263  -1.390  1.863

Molecular formula: C2H18O8
Method: DFT, ωB97M-V/def2-TZVPD

As for the SMILES: OCCO.O.O.O.O.O.O. The relative energy (zero: lowest compared OMol25 entry of this formula, charge and spin) comes out at 13.1 kcal/mol. For the lowest unoccupied orbital energy, the calculation gives -0.200 eV.

Cartesian coordinates (Å):
O  -0.321  -20.575  -16.141
H  -1.001  -20.859  -16.720
H  -0.596  -19.678  -15.961
O  -3.755  -17.091  -15.654
H  -2.880  -17.452  -15.494
H  -3.573  -16.313  -16.173
O  -3.199  -19.918  -17.719
H  -3.281  -19.893  -16.755
H  -2.921  -19.055  -18.060
O  -1.298  -18.044  -16.002
H  -1.390  -17.926  -16.933
H  -0.646  -17.363  -15.742
O  -3.371  -20.143  -14.969
H  -3.713  -19.671  -14.215
H  -2.939  -20.866  -14.557
O  -5.627  -18.606  -17.093
H  -5.048  -19.230  -17.433
H  -4.986  -18.017  -16.686
C  -0.700  -18.456  -19.513
C  -1.941  -17.553  -19.741
O  -2.554  -17.449  -18.438
O  -0.025  -17.842  -18.418
H  -0.124  -18.432  -20.442
H  -0.861  -19.454  -19.195
H  -2.620  -18.029  -20.497
H  -1.655  -16.580  -20.201
H  -3.095  -16.720  -18.470
H  -0.251  -16.958  -18.315

Molecular formula: C19H30F6NO9
Method: DFT, ωB97M-V/def2-TZVPD

The charge is -1. For the lowest unoccupied orbital energy, the calculation gives 2.411 eV.

Cartesian coordinates (Å):
C  1.526  3.504  -0.382
C  2.626  3.029  -0.630
N  3.756  2.394  -0.866
C  4.458  2.118  0.254
O  5.591  2.525  0.457
C  3.899  1.173  1.339
F  4.426  -0.054  1.100
F  2.578  1.010  1.259
C  4.290  1.497  2.803
F  5.473  1.018  3.131
F  3.399  0.820  3.564
C  4.197  2.979  3.267
F  5.305  3.646  3.083
F  4.018  2.920  4.617
C  3.017  3.809  2.707
O  3.259  4.813  2.105
O  1.738  3.427  2.954
H  0.660  4.019  -0.077
H  1.400  2.904  2.210
C  2.623  -2.777  2.811
O  1.506  -3.216  2.068
C  0.508  -2.214  1.985
C  -0.474  -2.533  0.880
O  -0.004  -2.167  -0.411
C  1.011  -2.996  -0.962
C  0.491  -4.321  -1.482
O  0.283  -5.238  -0.417
C  -0.647  -6.239  -0.752
H  2.336  -2.529  3.840
H  3.350  -3.588  2.834
H  3.089  -1.907  2.338
H  0.969  -1.238  1.791
H  -0.024  -2.177  2.948
H  -1.366  -1.925  1.045
H  -0.786  -3.580  0.906
H  1.835  -3.133  -0.262
H  1.402  -2.437  -1.815
H  1.234  -4.759  -2.163
H  -0.444  -4.154  -2.029
H  -1.628  -5.802  -0.973
H  -0.751  -6.901  0.107
H  -0.301  -6.826  -1.612
C  -6.118  3.336  -2.090
O  -5.041  2.478  -2.371
C  -3.986  3.151  -3.043
C  -2.704  2.345  -2.979
O  -1.996  2.496  -1.760
C  -2.537  1.845  -0.621
C  -2.293  0.354  -0.631
O  -3.219  -0.315  -1.483
C  -2.697  -1.548  -1.932
H  -6.542  3.751  -3.013
H  -6.886  2.755  -1.580
H  -5.804  4.154  -1.430
H  -3.818  4.136  -2.590
H  -4.282  3.281  -4.093
H  -2.030  2.734  -3.745
H  -2.883  1.293  -3.206
H  -3.592  2.088  -0.480
H  -1.993  2.263  0.230
H  -2.427  -0.045  0.383
H  -1.266  0.165  -0.959
H  -1.789  -1.384  -2.521
H  -3.444  -2.022  -2.570
H  -2.478  -2.207  -1.089

no.,HOMO energy (eV),gap between HOMO and LUMO (eV),F_max (eV Å⁻¹)
1,-7.835,8.56,0.260
2,-9.314,9.42,4.630
3,-9.934,9.93,7.384
4,-10.199,10.00,3.454
5,-3.895,6.31,1.876